{"formula": "C5H36N2O13", "method": "the ωB97M-V functional and the def2-TZVPD basis", "symbols": ["N", "C", "C", "N", "C", "C", "C", "O", "H", "H", "H", "H", "H", "H", "H", "H", "H", "H", "H", "H", "H", "H", "O", "H", "H", "O", "H", "H", "O", "H", "H", "O", "H", "H", "O", "H", "H", "O", "H", "H", "O", "H", "H", "O", "H", "H", "O", "H", "H", "O", "H", "H", "O", "H", "H", "O"], "coordinates": [[-0.7194, -0.9425, -1.8052], [-0.7930, -0.0762, -0.6186], [-0.2027, 1.3025, -0.9042], [-0.3114, 2.3583, 0.1009], [0.1950, 3.5868, -0.4719], [0.3899, 1.9829, 1.3565], [-0.6005, 1.9586, 2.5026], [-0.9651, 0.9530, 3.2798], [-1.0824, -0.5574, -2.6544], [0.1791, -1.3851, -1.7300], [-0.1594, -0.5778, 0.1045], [-1.8257, -0.0063, -0.2676], [-0.4958, 1.6203, -1.9115], [0.8849, 1.1238, -1.0572], [1.1037, 3.4462, -1.0760], [-0.5328, 3.9548, -1.2115], [0.2528, 4.4262, 0.2194], [1.2016, 2.6436, 1.7044], [1.0178, 1.0869, 1.3725], [-1.1101, 2.9271, 2.6764], [1.7951, -2.1251, -4.0089], [2.8598, -1.2431, -3.2265], [2.2003, -1.2360, -3.9764], [-3.4280, 2.7669, -0.0239], [-3.4154, 3.9288, 0.9829], [-3.7901, 3.6442, 0.1267], [3.4382, 0.1233, -1.2544], [2.8866, 0.1458, 0.1396], [2.9500, 0.7072, -0.6402], [-0.4032, -2.0677, -5.0027], [0.3107, -0.7963, -4.5734], [-0.5528, -1.2290, -4.5230], [4.4697, -2.5306, -2.8154], [4.0423, -2.4069, -1.4161], [4.4360, -1.8705, -2.1321], [-2.5928, -3.2250, 2.3453], [-3.0451, -2.0890, 1.4381], [-2.7753, -3.0302, 1.4169], [-2.7115, -3.2526, -1.1839], [-2.3918, -3.5238, 0.3053], [-2.3966, -3.9368, -0.5731], [-0.6725, -2.6028, 1.0216], [-0.4155, -1.3899, 2.1292], [-0.0666, -2.1616, 1.6006], [2.3969, -4.2174, -0.8130], [2.8426, -3.0984, 0.0657], [3.0863, -3.9991, -0.1982], [2.8199, -1.6378, 1.7393], [1.3674, -1.6819, 1.2122], [2.2997, -1.3265, 0.9939], [-1.2731, 4.2517, 2.3321], [-1.7205, 5.1713, 1.1755], [-1.8846, 4.9823, 2.1068], [-1.8013, 0.6541, 4.7247], [-2.8632, -0.1779, 5.3833], [-2.4281, 0.6545, 5.5127]], "homo_lumo_gap_ev": [3.109, 6.532], "e_homo_ev": [-1.312, -4.737], "total_charge": -1, "spin_multiplicity": 2, "relative_energy_kj_mol": 399.3}


{"formula": "C6H17N3OPS2", "method": "the ωB97M-V functional and the def2-TZVPD basis", "symbols": ["C", "C", "C", "C", "C", "C", "N", "N", "N", "O", "P", "S", "S", "H", "H", "H", "H", "H", "H", "H", "H", "H", "H", "H", "H", "H", "H", "H", "H", "H"], "coordinates": [[1.1999, 0.1424, -0.2629], [-0.8604, 0.1800, 2.6553], [1.6273, 2.5047, -0.9337], [3.3861, 1.2001, 0.0158], [-3.2138, -1.3561, -1.6175], [0.5483, -2.5407, -0.0754], [-1.4056, -0.7002, 1.5460], [1.9732, 1.1474, -0.4530], [-0.1102, 0.2582, -0.6516], [-2.1876, -1.3234, -0.6212], [-1.8373, -0.0345, 0.1027], [-2.8944, 1.5825, -0.4454], [1.8273, -1.3678, 0.4474], [-1.5907, 0.4843, 3.3616], [-0.1535, -0.4307, 3.1901], [-0.3758, 1.0872, 2.1431], [2.5036, 3.1307, -0.8806], [1.3731, 2.4279, -1.9879], [0.6447, 2.8840, -0.4756], [3.5264, 2.0459, 0.7523], [3.7018, 0.3588, 0.5562], [4.0906, 1.2866, -0.8989], [-2.5816, -1.2776, -2.4929], [-3.9311, -0.4996, -1.5033], [-3.7507, -2.3849, -1.5415], [0.0394, -2.1592, -0.8621], [-0.2753, -2.5789, 0.7347], [1.0141, -3.4160, -0.3227], [-1.8599, -1.4924, 1.8521], [-0.4279, 0.8414, -1.3312]], "homo_lumo_gap_ev": 9.415, "e_homo_ev": -12.581, "total_charge": 1, "relative_energy_kj_mol": 0.0}


{"formula": "C5H13NO", "method": "the ωB97M-V functional and the def2-TZVPD basis", "symbols": ["C", "C", "O", "C", "C", "C", "N", "H", "H", "H", "H", "H", "H", "H", "H", "H", "H", "H", "H", "H"], "coordinates": [[2.7852, -0.4871, -0.4547], [1.5657, 0.2002, 0.1410], [0.4223, -0.3233, -0.5031], [-0.8466, 0.1256, -0.0544], [-1.8117, -0.2402, -1.1847], [-1.2476, -0.6083, 1.2422], [-0.8420, 1.5712, 0.1103], [2.8195, -0.3078, -1.5255], [2.7269, -1.5591, -0.2863], [3.6910, -0.1001, 0.0041], [1.6241, 1.2843, -0.0237], [1.5254, 0.0123, 1.2248], [-2.8402, -0.0489, -0.8902], [-1.5670, 0.3512, -2.0619], [-1.6946, -1.2913, -1.4281], [-0.5679, -0.3548, 2.0540], [-1.2112, -1.6822, 1.0815], [-2.2567, -0.3252, 1.5334], [-0.5001, 1.8385, 1.0263], [-1.7744, 1.9449, -0.0050]], "homo_lumo_gap_ev": 10.397, "e_homo_ev": -9.376, "smiles": "CCOC(C)(C)N", "relative_energy_kj_mol": 59.0}


{"formula": "C20H39Cl3MgN3O3Si", "method": "the ωB97M-V functional and the def2-TZVPD basis", "symbols": ["C", "C", "H", "H", "H", "C", "C", "H", "H", "H", "H", "Mg", "Cl", "Cl", "C", "O", "N", "C", "C", "H", "H", "H", "H", "H", "H", "H", "H", "H", "C", "C", "N", "H", "C", "O", "H", "H", "H", "H", "O", "C", "C", "C", "H", "C", "H", "C", "H", "C", "C", "H", "H", "H", "Si", "Cl", "C", "C", "C", "H", "H", "H", "H", "H", "H", "H", "H", "H", "N", "H", "H", "H"], "coordinates": [[2.5863, -1.8817, -3.8701], [1.5913, -0.8815, -3.3407], [2.8926, -1.4920, -4.8160], [2.1487, -2.8753, -4.0519], [3.4238, -1.9043, -3.1708], [0.4382, -0.4917, -3.9342], [0.4030, -0.2925, -5.3943], [-0.5312, -0.2265, -3.4181], [0.0930, -1.1850, -5.9442], [1.4265, -0.0218, -5.7108], [-0.2636, 0.5819, -5.4813], [-0.7181, -0.6905, 3.3165], [0.9933, -0.7928, 5.0947], [-0.6249, -3.1468, 2.4055], [0.2754, 2.1092, 3.2864], [-0.8258, 1.5057, 3.4089], [0.3815, 3.3634, 2.8040], [-0.8161, 4.2071, 2.6083], [1.6991, 4.0197, 2.8070], [1.2070, 1.6300, 3.5553], [-1.7097, 3.5728, 2.7710], [-0.8501, 4.6254, 1.5767], [-0.8370, 5.0779, 3.2919], [2.4676, 3.2738, 3.0907], [1.7117, 4.8621, 3.5610], [1.9427, 4.4282, 1.7817], [-2.5219, -1.3964, -0.9444], [-2.9105, 1.6155, -1.5225], [-3.4365, -1.0758, -0.4116], [-3.6598, 1.4099, -0.7428], [-3.2792, 0.2871, 0.1181], [-3.6305, -1.7394, 0.4469], [-2.8809, 0.4857, 1.4004], [-2.4610, -0.4273, 2.1510], [-3.7888, 2.3129, -0.1252], [-2.9705, 1.5527, 1.7222], [-4.2622, -1.0495, -1.1405], [-4.5936, 1.1481, -1.2696], [0.8602, -1.6659, -1.4478], [1.7836, -0.6516, -1.8525], [0.0187, 1.0694, -1.3209], [1.3718, 0.7760, -1.4244], [-0.7075, 0.2875, -1.4854], [-0.3599, 2.4010, -1.0259], [2.8095, -0.9173, -1.5601], [2.3712, 1.7081, -1.0612], [-1.3991, 2.6474, -0.8690], [0.6252, 3.3844, -0.7582], [1.9728, 3.0220, -0.7640], [3.4132, 1.4241, -1.0845], [0.3509, 4.4030, -0.5148], [2.7029, 3.7286, -0.4167], [0.8496, -2.7093, -0.2315], [0.5853, -0.3596, 1.3998], [-0.8277, -3.4375, -0.5622], [2.0843, -3.2100, 1.2806], [1.9908, -3.8950, -1.3200], [-1.6759, -3.1548, 0.0447], [-0.7112, -4.5043, -0.4323], [-1.1110, -3.2537, -1.5885], [1.3784, -4.3343, -2.1420], [2.4067, -4.7207, -0.7178], [2.8119, -3.2964, -1.7597], [2.1043, -2.4982, 2.1252], [3.1237, -3.3025, 0.9237], [1.7437, -4.1726, 1.7437], [-2.0424, -1.2617, 5.0260], [-1.3636, -1.3026, 5.7763], [-2.5303, -2.1817, 4.9557], [-2.7398, -0.5202, 5.1549]], "homo_lumo_gap_ev": 6.491, "e_homo_ev": -4.324, "total_charge": -1, "relative_energy_kj_mol": 0.0}


{"formula": "C6H11ClO4", "method": "the ωB97M-V functional and the def2-TZVPD basis", "symbols": ["C", "C", "C", "C", "C", "C", "H", "H", "H", "H", "H", "H", "H", "H", "H", "H", "H", "O", "O", "O", "O", "Cl"], "coordinates": [[1.7061, 1.9409, -0.9867], [1.7989, 0.5505, -0.1358], [-0.4520, 1.1200, 0.7314], [-0.7727, 0.2285, -0.5486], [-0.0358, -1.0636, -0.3958], [1.3878, -0.7361, -0.6857], [2.7453, 2.3766, -1.5776], [1.5318, 2.7358, -0.2530], [0.8221, 1.8893, -1.6286], [2.7145, 0.4341, 0.3761], [-0.3345, 2.2159, 0.4924], [-1.2376, -0.2340, 1.6626], [-0.4069, 0.5965, -1.4542], [-0.3842, -1.7949, -1.0727], [0.8109, -1.4718, 1.4434], [1.4364, -0.8946, -1.7529], [2.9225, -1.0000, 1.0078], [0.9481, 0.8121, 1.0280], [-1.2960, 0.8002, 1.8208], [-0.3690, -1.7487, 0.8319], [2.2277, -1.7740, -0.0850], [-2.6177, -0.1065, -0.8166]], "homo_lumo_gap_ev": 8.907, "e_homo_ev": -10.066, "relative_energy_kj_mol": 610.8}


{"formula": "C8H9FO", "method": "the ωB97M-V functional and the def2-TZVPD basis", "symbols": ["C", "C", "C", "C", "C", "F", "C", "O", "C", "C", "H", "H", "H", "H", "H", "H", "H", "H", "H"], "coordinates": [[-2.9248, 0.0921, 0.4749], [-1.3313, 0.2037, -0.0040], [-0.5267, 1.0415, 0.6468], [0.9969, 0.8532, 0.3912], [2.1193, 0.6618, -0.6625], [3.2929, 1.1520, -0.1571], [1.4115, -0.5402, 0.0050], [2.3349, -1.2792, 0.7910], [0.5162, -1.1911, -0.9259], [-0.7735, -0.8624, -0.8265], [-3.5586, 0.0664, -0.3951], [-3.4466, 0.6003, 1.2287], [-3.0306, -0.9516, 0.7640], [-0.6548, 1.9107, 1.3009], [1.5359, 1.0959, 1.3311], [2.0674, 0.6246, -1.7829], [2.8645, -0.5493, 1.1860], [0.6499, -1.7788, -1.8175], [-1.5424, -1.1495, -1.5481]], "homo_lumo_gap_ev": 9.377, "e_homo_ev": -8.841, "smiles": "CC1=C[C@@H]2[C@@H](F)[C@]2(O)C=C1", "relative_energy_kj_mol": 302.5}